1.
Formula: C50H129F4HgN9O30S4
Source: the OMol25 dataset
Level of theory: wB97M-V/def2-TZVPD

Values from the calculation:
DFT total energy: -187143.0083 eV
Highest occupied orbital energy: -8.0 eV
Kohn-Sham gap: 6.88 eV
LUMO level: -1.1 eV
M: 1741.465 g mol⁻¹

The geometry in ORCA input format:
```
! RIJCOSX wB97M-V def2-TZVPD def2/J DEFGRID3
* xyz 0 1
Hg 3.40418 -1.03847 0.33568
N 4.79216 0.51135 -0.37007
S 4.94388 1.36318 -1.59319
O 5.93340 0.86920 -2.53965
O 4.70863 2.78059 -1.52564
F 3.52609 0.84438 -2.19145
S 6.23833 1.13208 0.26888
O 6.24054 2.55019 0.67166
O 7.47774 0.51375 -0.19439
F 6.04631 0.36797 1.65669
N 1.35142 -0.56254 -0.29230
S 0.06567 -1.00715 -0.93535
O 0.09495 -0.91665 -2.36233
O -1.23324 -1.00409 -0.19909
F 0.43153 -2.62800 -0.80276
S 0.68832 0.99093 0.09658
O 0.46542 1.39084 1.45892
O -0.17678 1.62087 -0.90225
F 2.11317 1.73984 -0.19535
C 4.69869 -2.56071 -3.63434
C 3.31031 -2.48385 -2.86719
O 3.48167 -2.69775 -1.47773
O 5.36365 -3.80759 -3.33204
H 5.32543 -1.67290 -3.55009
H 4.47526 -2.55639 -4.70119
H 2.55990 -3.23499 -3.11370
H 2.76317 -1.55785 -3.04404
H 3.81769 -3.58243 -1.31640
H 4.74230 -4.38352 -2.88057
C 2.79571 -6.53748 0.36430
C 2.66644 -5.91190 -1.03753
O 3.94862 -5.56618 -1.54747
O 2.88214 -5.54140 1.39499
H 3.66832 -7.18964 0.40091
H 1.85988 -7.08912 0.45387
H 2.12720 -4.96657 -0.97691
H 2.08048 -6.54370 -1.70505
H 4.40955 -6.38779 -1.73213
H 3.22865 -6.01059 2.15748
C 1.65033 1.52502 -4.91625
C 1.91817 2.65755 -3.93244
O 3.21669 3.12514 -4.01679
O 1.76043 2.13907 -6.20034
H 0.65227 1.12487 -4.73777
H 2.36954 0.73148 -4.71347
H 1.53356 2.44925 -2.93404
H 1.23275 3.48368 -4.12160
H 3.27856 3.60420 -4.84641
H 2.68721 2.21870 -6.43770
C -2.08064 3.14659 -4.18812
C -2.23293 1.65362 -3.93577
O -2.70447 0.87306 -5.05718
O -2.98614 3.74211 -5.03822
H -1.03250 3.41903 -4.31169
H -2.18145 3.55846 -3.18398
H -3.04703 1.56350 -3.21659
H -1.35656 1.10925 -3.58402
H -2.16282 0.96352 -5.84460
H -3.18276 3.12575 -5.74747
C -1.08206 7.53561 5.40596
O -0.72175 6.48835 6.17206
C 0.75558 6.33543 6.14794
C 1.21333 5.51809 4.94051
N 0.55822 4.14808 5.00717
C 0.36171 3.55257 3.68365
C -0.72185 4.19732 2.77316
O -2.00473 3.97131 3.43898
C -3.09406 3.98057 2.56548
H -2.13672 7.49077 5.13435
H -0.55033 7.66942 4.46391
H -0.88750 8.50253 5.86997
H 1.03056 5.84439 7.08142
H 1.34306 7.24659 6.26088
H 2.28544 5.36085 5.05868
H 0.98659 6.01726 3.99843
H -0.38529 4.36264 5.29676
H -0.02719 2.53733 3.76203
H 1.23179 3.54383 3.02715
H -0.69761 3.80953 1.75476
H -0.53281 5.27064 2.75448
H -3.45022 5.00378 2.44601
H -3.98898 3.54553 3.01039
H -2.90760 3.53404 1.58878
C -2.84246 -5.87384 4.10478
O -1.64650 -5.21498 4.63892
C -0.83364 -4.69247 3.60023
C -1.26179 -3.45683 2.71567
N -1.46322 -2.30857 3.58679
C -1.79013 -1.11882 2.79273
C -2.14382 0.01611 3.71355
O -3.59810 0.14920 3.82084
C -3.94676 1.16993 4.74544
H -3.51357 -6.17824 4.90794
H -2.58347 -6.72306 3.47245
H -3.33526 -5.16480 3.43957
H -0.52972 -5.56086 3.01574
H 0.09447 -4.47755 4.12988
H -2.12937 -3.62570 2.07779
H -0.42451 -3.27057 2.04309
H -2.20471 -2.55144 4.22812
H -2.56727 -1.31632 2.05438
H -0.81706 -0.84731 2.38345
H -1.63275 0.91888 3.37900
H -1.79325 -0.12161 4.73640
H -3.58366 0.80003 5.70431
H -5.02611 1.32151 4.75696
H -3.41527 2.11243 4.61386
C -8.14219 6.76838 -1.94937
O -7.63177 5.75074 -1.03761
C -8.47834 5.47211 0.17545
C -7.62862 5.07682 1.40193
N -6.76156 3.95485 1.24711
C -7.46294 2.76038 0.78333
C -6.50121 1.53019 1.02418
O -5.34482 1.56775 0.24938
C -4.39215 0.48474 0.49192
H -7.49715 6.90359 -2.81755
H -8.32217 7.69974 -1.41246
H -9.13175 6.52705 -2.33751
H -9.26161 4.73509 -0.00168
H -8.96895 6.39778 0.47635
H -8.26592 4.90991 2.27032
H -7.04638 5.94475 1.71145
H -5.97609 4.23133 0.67553
H -7.38282 2.83936 -0.30085
H -8.48102 2.63669 1.15253
H -7.00762 0.58046 0.85197
H -6.28743 1.66998 2.08383
H -3.58812 0.49964 -0.24389
H -4.89047 -0.47724 0.37210
H -3.92822 0.50969 1.47794
C -0.82154 -10.42398 -2.51547
O -1.01439 -9.90183 -1.21542
C -0.90391 -8.48647 -0.99433
C -1.51221 -8.08248 0.32846
N -1.10702 -6.73676 0.71704
C -1.27768 -5.66988 -0.27303
C -2.77694 -5.56474 -0.83233
O -3.55541 -5.05809 0.23339
C -4.94658 -5.00991 -0.07021
H -1.44845 -9.81183 -3.16382
H -1.05575 -11.48659 -2.45137
H 0.22840 -10.36519 -2.80230
H -1.38547 -8.02826 -1.85818
H 0.15393 -8.22899 -1.04693
H -1.26724 -8.78501 1.12504
H -2.59286 -7.97541 0.23446
H -1.52091 -6.32012 1.53874
H -0.60721 -5.87261 -1.10818
H -1.02016 -4.63937 -0.02842
H -3.12031 -6.53160 -1.20029
H -2.84066 -4.91915 -1.70826
H -5.32255 -5.99070 -0.36142
H -5.09736 -4.34229 -0.91853
H -5.56884 -4.56480 0.70618
C 6.37833 -2.52430 -0.38889
O 5.33347 -2.30681 0.62751
C 5.33087 -3.32597 1.65542
C 4.23037 -2.91486 2.64564
N 2.94654 -2.77837 1.91842
C 1.83361 -2.10729 2.70564
C 2.28798 -0.76625 3.39355
O 3.08495 -0.03586 2.39112
C 3.58977 1.22964 2.95527
H 6.08946 -1.92573 -1.25282
H 6.31794 -3.50324 -0.86443
H 7.37351 -2.36875 0.02767
H 6.28370 -3.33254 2.18473
H 5.14445 -4.34118 1.30514
H 4.52422 -1.94196 3.03962
H 4.13139 -3.66599 3.42929
H 2.56402 -3.70743 1.81536
H 1.29669 -2.77398 3.38042
H 1.02931 -1.80301 2.03586
H 2.79236 -1.02171 4.32545
H 1.41665 -0.15114 3.61833
H 2.85657 1.91769 3.37609
H 3.94619 1.92171 2.19232
H 4.36368 1.07415 3.70694
C -0.11058 5.71615 -1.26806
O 1.08853 5.99265 -0.65238
C 1.83899 4.76581 -0.42830
C 3.21531 5.11802 0.21177
N 3.01714 5.63379 1.60371
C 4.21581 6.09531 2.28717
C 5.19562 7.05908 1.55075
O 6.11881 7.48275 2.49195
C 7.13145 8.43619 2.03156
H -0.66639 4.88971 -0.82515
H 0.05756 5.41185 -2.30113
H -0.75013 6.59672 -1.20737
H 2.10159 4.18869 -1.31492
H 1.35018 4.08042 0.26410
H 3.74140 5.83893 -0.41403
H 3.87429 4.25299 0.13711
H 2.16326 6.15878 1.72773
H 4.68444 5.12044 2.42180
H 3.89690 6.42805 3.27494
H 4.61181 7.90181 1.18052
H 5.53756 6.60660 0.61992
H 7.68472 8.20632 1.12099
H 7.91467 8.55746 2.77987
H 6.82802 9.45490 1.79016
C -4.31259 -2.06311 -2.19755
O -4.20272 -3.22257 -2.95222
C -3.40465 -3.17840 -4.17132
C -1.98256 -2.63312 -3.94083
N -1.06667 -3.02381 -5.04297
C 0.19212 -2.27958 -4.91119
C 1.22435 -2.80457 -5.97895
O 2.26258 -1.88488 -5.98002
C 3.29665 -2.17832 -6.90549
H -3.47746 -2.13538 -1.50081
H -5.25169 -2.08342 -1.64458
H -4.22185 -1.15888 -2.79940
H -3.78373 -2.63843 -5.03898
H -3.40922 -4.23155 -4.45232
H -1.59970 -2.96787 -2.97675
H -2.09989 -1.55325 -4.03143
H -1.33516 -2.76287 -5.98102
H 0.57867 -2.50154 -3.91650
H 0.07043 -1.19727 -4.95492
H 0.81616 -2.80578 -6.98964
H 1.55170 -3.78310 -5.62765
H 4.26237 -1.69683 -6.75169
H 2.93316 -1.90843 -7.89702
H 3.59395 -3.22684 -6.92313
*
```


2.
Formula: C50H129N7O18
Source: the OMol25 dataset
Level of theory: wB97M-V/def2-TZVPD

Values from the calculation:
DFT total energy: -101213.9764 eV
SMILES: COCCNCCOC.COCCNCCOC.COCCNCCOC.COCCNCCOC.COCCNCCOC.COCCNCCOC.COCCNCCOC.CCO.CCO.CCO.CCO
Highest occupied orbital energy: -8.2 eV
Kohn-Sham gap: 8.78 eV
LUMO level: 0.6 eV
M: 1116.613 g mol⁻¹

The geometry in ORCA input format:
```
! RIJCOSX wB97M-V def2-TZVPD def2/J DEFGRID3
* xyz 0 1
C 4.32892 -0.38012 0.68104
O 4.03366 -0.90996 -0.54973
C 5.21830 -1.25053 -1.25136
C 4.81027 -1.50186 -2.65272
N 4.48761 -0.22352 -3.30938
C 3.06542 0.21114 -3.12918
C 2.67611 1.13822 -4.21712
O 2.63917 0.45750 -5.45834
C 2.57276 1.40286 -6.50773
H 4.84197 0.60408 0.58432
H 4.84765 -1.10626 1.30795
H 3.38107 -0.13932 1.18022
H 5.80303 -2.09001 -0.79900
H 5.88881 -0.37241 -1.10623
H 3.94111 -2.19137 -2.69500
H 5.56949 -2.04185 -3.21710
H 4.62571 -0.34435 -4.28199
H 2.95402 0.80071 -2.22550
H 2.35227 -0.62772 -3.13917
H 3.41122 1.97758 -4.25573
H 1.66170 1.60367 -4.02587
H 3.44213 2.04381 -6.45186
H 1.73568 2.07794 -6.41535
H 2.60221 0.89735 -7.39334
C 2.14108 -3.31493 -0.71421
O 0.95647 -3.80545 -1.36714
C 1.03624 -3.62072 -2.75074
C -0.18116 -3.99135 -3.51061
N -1.42109 -3.25499 -3.15239
C -2.37241 -3.60415 -4.22023
C -2.73984 -5.08254 -4.33647
O -3.21126 -5.55429 -3.09322
C -3.29508 -6.99609 -3.16436
H 2.98509 -4.01200 -0.87538
H 1.88328 -3.36766 0.30349
H 2.41601 -2.32809 -1.02009
H 1.85760 -4.16700 -3.17227
H 1.29892 -2.53843 -2.95264
H -0.35296 -5.03395 -3.26790
H 0.05143 -3.82646 -4.54669
H -1.82113 -3.60491 -2.25268
H -2.20960 -3.18454 -5.24945
H -3.30451 -3.17629 -3.91615
H -1.84317 -5.65296 -4.66804
H -3.49251 -5.32329 -5.10298
H -2.33035 -7.43872 -3.45540
H -4.12217 -7.31224 -3.77107
H -3.55028 -7.34083 -2.16189
C -1.82262 3.19666 -1.88974
O -1.33344 3.30056 -0.53106
C -2.26548 3.79912 0.39905
C -1.44076 4.60970 1.32449
N -1.07358 5.89455 0.83255
C -0.00319 5.98294 -0.16010
C 1.40991 6.32194 0.36868
O 1.33345 7.58694 1.05897
C 2.50041 8.39755 1.14810
H -2.55549 2.35084 -2.01870
H -0.94732 3.07847 -2.52676
H -2.32174 4.06569 -2.20910
H -2.69028 2.99211 0.94195
H -3.05930 4.30292 -0.23652
H -0.66718 3.96379 1.60936
H -1.95487 4.78889 2.25838
H -0.98663 6.53905 1.63104
H -0.25509 6.60451 -0.97034
H 0.12217 5.01557 -0.53049
H 2.06211 6.31952 -0.53059
H 1.78141 5.48965 1.02594
H 3.43242 7.71157 1.35734
H 2.50626 9.12358 1.98875
H 2.56821 9.01253 0.25999
C 8.00487 0.15613 2.05445
O 7.09359 -0.10892 3.05565
C 7.40735 -1.32961 3.80560
C 6.20220 -2.16471 4.14433
N 5.40084 -1.57174 5.29662
C 4.42623 -0.56165 4.84576
C 3.02172 -0.98518 5.30040
O 2.70083 -2.30956 4.80725
C 2.46592 -2.39810 3.41573
H 7.99149 -0.61154 1.31100
H 9.02645 0.22687 2.41889
H 7.62415 1.06400 1.59421
H 7.96717 -1.02892 4.68396
H 8.13452 -1.95543 3.21554
H 6.59729 -3.05809 4.46402
H 5.61913 -2.26164 3.17004
H 4.75815 -2.29728 5.64517
H 4.38113 -0.41444 3.66466
H 4.58497 0.48424 5.25473
H 2.29669 -0.29282 4.83833
H 2.97101 -1.02196 6.36748
H 1.71483 -1.62148 3.16222
H 2.08007 -3.34873 3.18221
H 3.35902 -2.32293 2.77541
C -5.57380 4.76912 -2.46700
O -4.60186 4.15192 -3.36365
C -5.32638 3.46070 -4.40509
C -4.42978 3.05467 -5.52668
N -3.40302 2.05777 -5.28229
C -3.90030 0.64874 -5.17568
C -2.84532 -0.27332 -4.60935
O -2.02573 -0.69742 -5.69834
C -0.71049 -0.79115 -5.51497
H -6.15885 5.58058 -2.96659
H -5.04923 5.28823 -1.66015
H -6.32695 4.04198 -2.09904
H -6.20211 4.12438 -4.74989
H -5.83931 2.59801 -3.95908
H -3.88511 3.96116 -5.81858
H -5.03698 2.62666 -6.31857
H -2.79415 2.36694 -4.53380
H -4.37545 0.34089 -6.15325
H -4.69046 0.55824 -4.41657
H -3.32341 -1.16186 -4.24089
H -2.21460 0.10649 -3.84348
H -0.14809 0.12383 -5.23366
H -0.31159 -1.08889 -6.47937
H -0.40004 -1.59856 -4.73071
C -3.85062 -1.02851 -1.18957
O -3.88632 -0.12056 -0.11142
C -5.13899 0.12317 0.46549
C -5.23160 1.19373 1.57602
N -4.45776 0.78132 2.66922
C -4.67223 1.44333 3.94192
C -4.25088 0.48345 5.06048
O -5.30471 -0.52964 5.07378
C -5.99226 -0.53317 6.30617
H -4.25856 -0.60766 -2.09494
H -4.44338 -1.88704 -1.01762
H -2.75603 -1.37446 -1.24068
H -5.46175 -0.79794 0.93925
H -5.89200 0.47564 -0.20812
H -6.26517 1.50323 1.75341
H -4.81125 2.09748 1.11703
H -4.70842 -0.20964 2.78015
H -5.65579 1.77711 4.27497
H -4.09785 2.34011 3.97574
H -4.18074 1.00631 5.99013
H -3.34390 -0.06348 4.81330
H -6.95106 -1.06883 6.12046
H -6.23887 0.51809 6.63324
H -5.39919 -1.02755 7.06943
C -2.07612 -3.34600 4.10169
O -1.79589 -2.37634 3.16533
C -2.44901 -2.59519 1.88451
C -1.46264 -3.21871 0.88733
N -0.93909 -4.51707 1.32000
C -1.92975 -5.61240 0.95009
C -1.34810 -6.93841 1.41923
O -0.02735 -7.27278 0.94844
C -0.01569 -7.27939 -0.48702
H -1.79956 -4.36183 3.85520
H -3.13379 -3.32167 4.35064
H -1.43586 -3.14556 4.95326
H -2.76749 -1.63852 1.51994
H -3.37265 -3.24571 2.06069
H -0.59790 -2.56329 0.79354
H -2.00455 -3.23724 -0.08827
H -0.07802 -4.64687 0.80257
H -2.23137 -5.66143 -0.10841
H -2.86561 -5.44372 1.46219
H -2.07729 -7.69811 1.23235
H -1.22192 -6.83915 2.46955
H -0.91881 -7.76278 -0.86014
H 0.83761 -7.82644 -0.91270
H -0.01432 -6.27175 -0.84393
C 3.21044 2.23428 3.04155
C 2.96281 3.66225 3.39010
O 1.66880 3.77676 4.08422
H 4.21303 2.13603 2.66991
H 2.47087 1.79983 2.41177
H 3.14484 1.55832 3.89581
H 2.90774 4.32631 2.50657
H 3.78312 4.07829 3.99066
H 1.28908 4.62766 3.94391
C -0.67203 0.55319 4.52378
C -1.11777 1.62803 3.61790
O -1.56397 1.04416 2.42690
H 0.39854 0.35345 4.44883
H -1.20384 -0.38163 4.41740
H -0.71682 0.87446 5.57925
H -0.28494 2.32852 3.41622
H -1.87035 2.26766 4.02110
H -2.53923 0.83416 2.49975
C 4.33863 4.06369 -1.96750
C 3.61385 3.65598 -0.70230
O 2.22772 3.36095 -1.00779
H 5.45794 4.22516 -1.69961
H 3.99663 5.08346 -2.32476
H 4.24775 3.30872 -2.76204
H 3.60081 4.47299 -0.01169
H 4.01978 2.77599 -0.17391
H 1.84839 2.84752 -0.21523
C 0.04056 0.23746 -0.83213
C 0.90928 0.67371 0.34897
O 0.84362 -0.19283 1.48030
H -0.99595 0.24101 -0.48566
H 0.21351 -0.82559 -1.00794
H 0.21346 0.94367 -1.64700
H 0.59128 1.68690 0.72246
H 1.96449 0.69766 0.01020
H -0.10239 -0.10018 1.73460
*
```